Record 1
Below is a molecular structure, C39H56As2F24N5O4P in a non-equilibrium geometry, with properties calculated with the ωB97M-V functional and the def2-TZVPD basis.

Charge: -2
LUMO level in eV: 3.1
Highest occupied orbital energy in eV: -4.88
HOMO-LUMO gap in eV: 7.9785

Last column: Mulliken charge in e.
Geometry (Å):
C: -1.777 -1.232 2.176  -1.445
C: -0.549 -0.752 1.427  2.145
C: -0.916 0.039 0.179  -0.744
N: 0.269 0.602 -0.549  0.961
C: 1.179 -0.491 -1.003  -1.149
C: 0.576 -1.409 -2.074  2.862
C: 0.016 -0.604 -3.228  -1.357
C: -0.872 0.570 -2.817  -0.068
C: -0.239 1.406 -1.737  -1.278
C: 1.014 1.552 0.331  -0.986
H: -2.490 -0.422 2.343  0.137
H: -1.489 -1.590 3.168  0.288
H: -2.311 -2.042 1.675  0.288
H: 0.153 -1.548 1.175  -0.472
H: 0.009 -0.091 2.100  -0.344
H: -1.542 0.909 0.394  0.486
H: -1.591 -0.583 -0.408  -0.567
H: 1.504 -1.054 -0.136  0.774
H: 2.034 -0.007 -1.474  0.030
H: -0.103 -2.122 -1.616  -0.453
H: 1.473 -1.817 -2.554  -1.549
H: -0.615 -1.218 -3.885  0.625
H: 0.789 -0.274 -3.921  0.282
H: -1.864 0.237 -2.509  0.434
H: -0.934 1.232 -3.681  -0.153
H: -0.933 2.118 -1.290  0.715
H: 0.610 1.975 -2.114  0.564
H: 1.934 1.107 0.700  0.305
H: 0.380 1.887 1.146  0.575
H: 1.310 2.417 -0.263  0.054
As: -5.307 1.359 0.726  2.109
F: -5.324 1.084 2.438  -0.535
F: -6.441 0.069 0.520  -0.514
F: -5.246 1.636 -0.993  -0.490
F: -4.088 2.553 1.033  -0.472
F: -4.011 0.199 0.434  -0.559
F: -6.585 2.516 0.773  -0.511
As: 0.197 5.199 -2.534  2.072
F: 0.219 3.887 -3.666  -0.501
F: 1.390 4.361 -1.588  -0.536
F: 0.155 6.480 -1.366  -0.530
F: -0.995 6.045 -3.467  -0.550
F: -1.101 4.386 -1.716  -0.483
F: 1.467 6.009 -3.381  -0.532
P: 4.267 0.902 -2.845  1.247
F: 5.079 0.279 -4.122  -0.425
F: 3.957 -0.634 -2.319  -0.435
F: 5.620 0.870 -1.977  -0.439
F: 3.439 1.468 -1.587  -0.356
F: 4.526 2.383 -3.375  -0.390
F: 2.899 0.797 -3.729  -0.311
N: 3.318 -2.337 -4.355  0.183
C: 2.333 -2.689 -5.228  -0.771
C: 1.969 -3.983 -4.927  -0.536
C: 2.897 -4.475 -3.977  -0.667
C: 3.726 -3.434 -3.650  -0.444
H: 3.793 -1.448 -4.307  0.203
H: 1.889 -1.975 -5.900  0.509
H: 1.137 -4.509 -5.367  0.466
H: 2.922 -5.461 -3.540  0.495
H: 4.594 -3.320 -3.021  0.558
N: -1.175 1.161 5.720  0.197
C: -0.715 1.847 6.820  -0.435
C: -1.532 2.938 6.979  -0.610
C: -2.571 2.852 6.014  -0.584
C: -2.286 1.770 5.215  -0.482
H: -0.738 0.331 5.359  0.170
H: 0.074 1.449 7.429  0.431
H: -1.552 3.643 7.796  0.397
H: -3.462 3.453 5.961  0.397
H: -2.801 1.375 4.354  0.522
N: -4.124 -3.948 -3.502  0.036
C: -3.026 -4.737 -3.299  -0.915
C: -2.213 -4.077 -2.412  -0.350
C: -2.867 -2.873 -2.037  0.194
C: -3.999 -2.781 -2.794  -1.043
H: -4.942 -4.235 -4.006  0.212
H: -3.039 -5.754 -3.652  0.393
H: -1.287 -4.461 -2.018  0.377
H: -2.541 -2.168 -1.293  0.596
H: -4.821 -2.085 -2.786  0.528
N: 2.657 -3.743 -0.537  0.271
C: 2.909 -3.984 0.789  -0.936
C: 1.878 -4.729 1.305  -0.793
C: 0.902 -4.844 0.264  -0.573
C: 1.459 -4.317 -0.867  -0.546
H: 3.117 -3.073 -1.133  0.219
H: 3.761 -3.559 1.293  0.527
H: 1.778 -5.117 2.304  0.661
H: -0.059 -5.329 0.338  0.523
H: 0.996 -4.289 -1.837  0.632
C: 0.085 -3.331 5.199  -0.588
C: 0.645 -3.012 3.969  -0.656
C: 1.783 -2.221 3.940  0.284
C: 2.342 -1.741 5.127  -0.523
C: 1.752 -2.043 6.343  -0.113
C: 0.690 -2.940 6.387  -0.849
H: -0.784 -3.980 5.230  0.377
H: 0.252 -3.377 3.030  0.781
H: 2.277 -1.966 3.010  0.309
H: 3.100 -0.971 5.037  0.241
H: 2.176 -1.752 7.295  0.338
H: 0.291 -3.295 7.328  0.369
C: -4.430 1.763 -4.098  -1.057
C: -3.603 2.212 -5.284  -0.124
O: -3.838 3.614 -5.512  -0.223
C: -2.977 4.213 -6.314  0.440
O: -2.035 3.713 -6.855  -0.538
C: -3.342 5.696 -6.539  0.833
F: -2.382 6.488 -6.071  -0.217
F: -3.443 5.915 -7.869  -0.279
F: -4.502 6.044 -5.978  -0.258
H: -4.499 0.680 -4.028  0.288
H: -5.412 2.233 -4.157  0.464
H: -3.985 2.091 -3.158  0.263
H: -3.882 1.664 -6.189  0.258
H: -2.541 2.041 -5.123  0.249
C: 3.120 1.074 7.547  -0.881
C: 3.931 1.789 6.498  -0.532
O: 3.310 1.628 5.226  -0.090
C: 3.908 2.221 4.198  -0.086
O: 4.942 2.819 4.243  -0.550
C: 3.059 2.065 2.918  1.298
F: 2.312 3.132 2.692  -0.252
F: 3.886 1.893 1.888  -0.258
F: 2.277 0.978 2.980  -0.159
H: 3.192 -0.004 7.505  0.176
H: 2.125 1.510 7.577  0.149
H: 3.564 1.319 8.520  0.451
H: 4.914 1.294 6.451  0.307
H: 4.226 2.813 6.728  0.527



Record 2
Below is a molecular structure, C39H56B2F4N6OReS, with properties calculated with the ωB97M-V functional and the def2-TZVPD basis.

Spin multiplicity: 2
Charge: +2
LUMO level (alpha / beta) in eV: -7.4 / -7.0
Highest occupied orbital energy (alpha / beta) in eV: -13.93 / -14.18
HOMO-LUMO gap (alpha / beta) in eV: 6.5538 / 7.2042

Last column: Mulliken charge in e.
Geometry (Å):
Re: 0.776 -0.253 0.550  0.580
C: 1.426 3.019 2.337  -1.108
C: 0.090 3.422 1.718  1.286
C: -0.733 4.087 2.838  -1.605
C: -0.821 2.421 1.004  -0.011
C: -2.075 2.850 0.599  -0.660
C: -2.748 1.785 0.031  -0.187
C: -4.084 1.970 -0.648  0.183
C: -5.213 1.028 -0.239  -1.393
C: -3.885 1.996 -2.171  -1.291
N: -1.947 0.710 0.120  1.064
N: -0.733 1.105 0.644  -0.872
B: -2.194 -0.790 -0.193  2.096
N: -1.260 -1.238 -1.362  0.820
N: 0.093 -1.011 -1.210  0.226
C: 0.740 -1.612 -2.260  -0.559
C: -0.203 -2.225 -3.041  -0.747
C: -1.456 -1.971 -2.456  -0.210
C: -2.735 -2.575 -2.970  0.012
C: -3.871 -1.588 -3.247  -1.685
C: -3.188 -3.701 -2.034  -1.178
C: 2.227 -1.614 -2.449  1.689
C: 2.944 -2.021 -1.165  -0.364
C: 2.644 -2.485 -3.631  -1.949
N: -1.774 -1.654 1.047  0.529
N: -0.434 -1.656 1.391  0.024
C: -0.242 -2.584 2.378  -0.402
C: -1.476 -3.096 2.698  -1.479
C: -2.417 -2.531 1.837  0.275
C: -3.855 -2.996 1.905  0.266
C: -4.937 -2.159 1.238  -1.590
C: -3.940 -4.472 1.473  -1.295
C: 1.038 -3.076 3.022  1.121
C: 2.358 -2.566 2.440  -1.069
C: 1.040 -4.614 2.976  -1.575
H: 1.974 3.931 2.578  0.632
H: 2.047 2.420 1.688  -0.020
H: 1.269 2.484 3.272  -0.024
H: 0.285 4.178 0.953  0.028
H: -1.064 3.335 3.559  0.376
H: -1.607 4.620 2.471  0.444
H: -0.104 4.804 3.369  0.447
H: -2.466 3.851 0.693  0.557
H: -4.382 2.972 -0.343  0.470
H: -5.124 0.055 -0.720  0.060
H: -6.165 1.461 -0.550  0.544
H: -5.248 0.895 0.844  0.336
H: -3.497 1.039 -2.519  0.084
H: -3.184 2.781 -2.464  0.375
H: -4.838 2.185 -2.669  0.407
H: -3.329 -0.958 -0.472  -0.970
H: -0.034 -2.795 -3.939  0.647
H: -2.455 -3.023 -3.922  0.660
H: -4.312 -1.215 -2.321  0.230
H: -4.657 -2.096 -3.807  0.536
H: -3.527 -0.743 -3.846  0.410
H: -3.465 -3.291 -1.063  -0.300
H: -2.401 -4.445 -1.890  0.418
H: -4.060 -4.205 -2.455  0.507
H: 2.534 -0.597 -2.674  -0.356
H: 2.668 -3.028 -0.847  0.436
H: 2.707 -1.324 -0.347  -0.556
H: 4.026 -1.976 -1.294  0.520
H: 2.392 -3.535 -3.458  0.408
H: 3.723 -2.417 -3.775  0.450
H: 2.161 -2.156 -4.553  0.441
H: -1.689 -3.822 3.467  0.729
H: -4.066 -2.980 2.976  0.715
H: -4.904 -2.220 0.149  0.184
H: -4.870 -1.118 1.543  0.244
H: -5.910 -2.537 1.554  0.519
H: -3.675 -4.597 0.423  0.135
H: -4.964 -4.824 1.608  0.460
H: -3.284 -5.107 2.067  0.432
H: 0.987 -2.773 4.068  0.288
H: 2.301 -2.499 1.351  -0.124
H: 3.154 -3.277 2.660  0.598
H: 2.656 -1.606 2.846  -0.092
H: 1.113 -4.967 1.944  0.358
H: 0.148 -5.051 3.423  0.389
H: 1.901 -4.989 3.530  0.465
F: 2.949 0.680 4.756  -0.210
B: 1.678 0.553 5.106  0.557
F: 0.922 1.624 5.288  -0.229
F: 1.155 -0.659 5.260  -0.163
F: 1.466 0.181 2.244  -0.510
O: 2.011 1.183 -0.388  -0.315
S: 2.822 1.729 -1.576  0.129
C: 2.442 3.447 -1.727  0.635
C: 1.858 3.823 -2.933  -0.475
C: 1.552 5.162 -3.138  -0.759
C: 1.828 6.090 -2.143  -0.487
C: 2.418 5.695 -0.943  -0.752
C: 2.737 4.366 -0.728  -0.445
C: 4.490 1.774 -0.959  0.856
C: 5.477 2.230 -1.825  -0.562
C: 6.793 2.207 -1.397  -0.710
C: 7.106 1.725 -0.131  -0.527
C: 6.106 1.270 0.718  -0.983
C: 4.779 1.283 0.304  -0.034
H: 1.652 3.082 -3.697  0.470
H: 1.101 5.477 -4.070  0.448
H: 1.593 7.134 -2.306  0.444
H: 2.645 6.432 -0.182  0.471
H: 3.227 4.054 0.187  0.496
H: 5.221 2.613 -2.809  0.477
H: 7.577 2.564 -2.054  0.436
H: 8.139 1.703 0.196  0.427
H: 6.352 0.904 1.707  0.489
H: 3.991 0.934 0.960  0.390